Density functional theory data (ωB97M-V with the def2-TZVPD basis set) for C18H33MnN5O6 as an isolated structure.

Structure (XYZ):
```
63
Properties=species:S:1:pos:R:3:mulliken_charge:R:1
O -2.39 -2.80 -2.29 -0.75
H -2.98 -2.96 -3.03 0.11
Mn -0.02 -0.67 -0.83 -1.64
N -1.33 -1.80 -0.07 1.49
N -1.39 0.60 -0.82 1.48
N 1.44 -1.88 -0.70 1.01
N 1.36 0.49 -1.47 1.27
O -1.17 -3.01 0.29 -0.75
O 1.33 -3.18 -0.36 -0.70
O 1.19 1.76 -1.92 -0.79
O -1.29 1.87 -1.12 -1.01
C -2.64 0.05 -0.63 -0.15
C -2.60 -1.26 -0.12 0.92
C 2.67 -1.34 -0.89 0.40
C 2.63 0.03 -1.31 0.63
C -3.77 -2.12 0.17 -1.66
H -3.77 -3.02 -0.46 0.26
H -4.72 -1.60 0.00 0.45
H -3.73 -2.42 1.23 0.30
C -3.85 0.79 -1.04 -1.67
H -3.90 0.96 -2.13 0.27
H -3.89 1.77 -0.55 0.31
H -4.76 0.25 -0.77 0.41
C 3.93 -2.08 -0.59 -1.69
C 3.83 0.88 -1.51 -1.90
H 3.69 -3.15 -0.57 0.44
H 4.35 -1.80 0.40 0.27
H 4.70 -1.88 -1.34 0.41
H 3.56 1.95 -1.54 0.38
H 4.34 0.64 -2.46 0.39
H 4.58 0.74 -0.71 0.38
H 0.31 -3.27 -0.14 0.38
H 0.19 1.90 -1.72 0.45
C -0.48 -1.22 -2.59 -0.86
H -1.45 -2.02 -2.67 0.04
H 0.45 -1.63 -2.98 0.23
H -0.80 -0.30 -3.10 0.27
O -1.14 -5.08 -1.78 -0.72
H -1.75 -4.31 -1.98 0.46
H -0.30 -4.69 -2.08 0.28
C -0.88 3.42 2.42 -0.82
N -0.31 3.17 1.07 0.32
C -0.24 4.45 0.32 -0.84
C 1.04 2.50 1.13 -1.03
C 1.00 1.20 1.87 0.16
C 1.43 1.25 3.22 -0.75
C 1.51 0.09 3.99 -0.79
C 1.16 -1.12 3.43 -0.95
C 0.67 -1.16 2.11 -0.77
C 0.61 -0.02 1.33 1.76
H -0.18 4.05 2.99 0.35
H -1.05 2.47 2.94 0.30
H -1.84 3.93 2.29 0.39
H -0.94 2.53 0.52 0.11
H 0.49 5.12 0.79 0.38
H 0.07 4.24 -0.71 0.26
H -1.24 4.90 0.32 0.37
H 1.40 2.37 0.11 0.26
H 1.73 3.20 1.63 0.61
H 1.71 2.21 3.65 0.36
H 1.85 0.18 5.02 0.37
H 1.26 -2.05 3.99 0.46
H 0.32 -2.12 1.76 0.06
```

Calculated values
HOMO (alpha / beta) ... -0.1892 / -0.2557 hartree
Multiplicity ... 6
HOMO-LUMO gap (alpha / beta) ... 4.04 / 5.03 eV

***

Density functional theory data (ωB97M-V with the def2-TZVPD basis set) for a 2-piece molecular cluster, C18H33N2O9P2S overall.

Structure (XYZ):
```
65
Properties=species:S:1:pos:R:3:mulliken_charge:R:1
C 4.90 0.99 -1.41 -1.10
C 3.61 1.67 -0.67 -0.34
C 4.10 2.69 0.47 -0.28
C 3.26 4.08 0.39 -0.47
O 2.89 4.59 1.72 -0.41
C 1.71 3.95 2.19 -0.11
C 0.36 4.54 1.72 -0.34
C -0.95 3.86 2.21 0.37
C -2.33 4.47 1.70 -0.16
O -2.68 5.64 1.94 -0.47
O -3.24 3.65 0.96 -0.29
C -2.60 3.09 -0.21 -0.30
O -2.56 1.63 -0.18 -0.26
C -2.34 1.18 -1.57 -0.30
C -1.34 -0.06 -1.68 -0.48
C -2.07 -1.49 -1.85 -0.67
C -0.88 2.61 3.18 0.31
P -2.52 1.85 3.75 0.51
N -3.60 3.18 4.27 -0.63
O -2.34 0.91 5.17 -0.50
C 0.54 2.12 3.53 0.04
P 0.81 0.60 4.63 0.34
O 2.46 0.10 4.40 -0.52
O -0.12 -0.73 4.03 -0.45
N 1.74 2.79 3.03 0.10
H 5.35 1.78 -2.13 0.30
H 4.58 0.05 -1.99 0.31
H 5.68 0.76 -0.61 0.31
H 3.04 2.23 -1.48 0.28
H 2.91 0.85 -0.25 0.20
H 4.01 2.24 1.52 0.08
H 5.20 2.94 0.26 0.35
H 3.91 4.83 -0.20 0.35
H 2.30 3.85 -0.20 0.29
H 0.29 5.47 1.04 0.44
H -3.27 3.35 -1.12 0.39
H -1.56 3.53 -0.42 0.32
H -1.84 2.07 -2.10 0.34
H -3.34 0.89 -2.05 0.21
H -0.54 -0.08 -0.84 0.12
H -0.73 0.09 -2.65 0.32
H -2.40 -1.94 -0.86 0.25
H -1.28 -2.20 -2.34 0.04
H -2.94 -1.38 -2.60 0.31
H -3.06 4.06 4.31 0.30
H -3.89 3.01 5.26 0.31
H -2.71 0.02 4.91 0.39
H 2.47 -0.19 3.45 0.33
H -0.43 -0.55 3.11 0.35
H 2.68 2.43 3.28 0.47
C -0.16 -7.47 -2.69 -0.56
C -1.37 -7.43 -3.63 -0.65
C -2.04 -6.06 -3.46 -0.67
S -0.74 -4.93 -2.97 1.27
O -1.01 -4.48 -1.62 -0.65
O -0.46 -4.02 -4.05 -0.68
C 0.57 -6.15 -2.90 -0.74
H 0.48 -8.33 -2.90 0.34
H -0.50 -7.55 -1.65 0.29
H -1.04 -7.56 -4.66 0.30
H -2.08 -8.24 -3.41 0.32
H -2.48 -5.71 -4.40 0.38
H -2.79 -6.07 -2.67 0.37
H 1.26 -5.91 -2.09 0.37
H 1.09 -6.14 -3.86 0.35
```

Calculated values
HOMO ... -0.4273 hartree
Net charge ... +1
HOMO-LUMO gap ... 6.49 eV

***

Density functional theory data (ωB97M-V with the def2-TZVPD basis set) for a 2-piece molecular cluster, C18H33NO7PS overall.

Structure (XYZ):
```
61
Properties=species:S:1:pos:R:3:mulliken_charge:R:1
C 4.70 -0.16 0.04 -1.47
C 3.20 0.16 -0.01 0.21
C 2.73 1.13 1.09 0.46
C 3.07 2.61 0.83 -1.11
C 2.35 3.21 -0.39 -0.66
C 0.84 3.45 -0.16 -0.31
C 0.08 3.29 -1.50 -1.07
C -0.14 1.84 -1.95 -0.85
C -0.67 0.90 -0.85 0.90
C -2.13 1.08 -0.53 -0.21
C -3.02 1.02 -1.57 -0.26
N -4.32 1.16 -1.34 0.04
P -5.46 1.04 -2.79 0.17
O -6.73 0.29 -2.08 -0.46
O -4.73 -0.16 -3.62 -0.42
C -4.83 1.39 -0.13 -0.30
C -4.01 1.45 0.94 -0.93
C -2.65 1.27 0.75 0.77
C -1.70 1.31 1.91 0.34
O -0.84 0.46 2.05 -0.39
O -1.79 2.35 2.79 -0.48
H 4.91 -0.77 0.91 0.34
H 5.34 0.73 0.04 0.34
H 4.95 -0.73 -0.87 0.39
H 2.89 0.54 -1.00 0.13
H 2.66 -0.78 0.14 0.01
H 3.15 0.80 2.04 0.58
H 1.64 1.03 1.17 -0.72
H 4.14 2.65 0.63 0.34
H 2.90 3.20 1.74 0.36
H 2.47 2.55 -1.25 0.38
H 2.83 4.16 -0.65 0.40
H 0.43 2.86 0.66 0.16
H 0.74 4.50 0.13 0.44
H 0.71 3.76 -2.26 0.40
H -0.85 3.87 -1.46 0.38
H -0.82 1.83 -2.81 0.50
H 0.81 1.44 -2.32 0.47
H -0.02 0.98 0.01 -1.13
H -0.56 -0.14 -1.20 0.38
H -2.64 0.87 -2.57 0.73
H -6.37 -0.49 -1.63 0.35
H -4.87 -0.98 -3.12 0.35
H -5.90 1.51 -0.04 0.53
H -4.42 1.61 1.93 0.53
H -1.78 1.95 3.67 0.42
O 2.64 -4.69 2.09 -0.67
S 2.03 -4.60 0.80 1.19
O 2.13 -3.41 0.02 -0.54
O 0.49 -5.00 0.95 -0.26
C -0.30 -4.26 1.89 -0.64
C -0.61 -2.85 1.41 -0.60
C 2.53 -5.98 -0.18 -1.02
H 0.19 -4.24 2.86 0.36
H -1.23 -4.82 2.02 0.32
H 0.29 -2.25 1.34 0.15
H -1.29 -2.35 2.10 0.37
H -1.06 -2.88 0.42 0.25
H 2.42 -6.89 0.40 0.36
H 3.57 -5.82 -0.45 0.38
H 1.91 -6.01 -1.07 0.32
```

Calculated values
HOMO ... -0.4639 hartree
Net charge ... +1
HOMO-LUMO gap ... 7.92 eV

***

Density functional theory data (ωB97M-V with the def2-TZVPD basis set) for C18H33O3OsP3 as an isolated structure.

Structure (XYZ):
```
58
Properties=species:S:1:pos:R:3:mulliken_charge:R:1
P -3.94 -1.16 -0.55 0.66
C -4.52 -1.54 -2.26 -1.14
H -5.61 -1.69 -2.29 0.42
H -4.02 -2.46 -2.61 0.41
H -4.24 -0.71 -2.91 0.38
C -4.80 -2.54 0.31 -1.12
H -5.85 -2.63 -0.02 0.41
H -4.76 -2.36 1.39 0.38
H -4.27 -3.47 0.08 0.42
C -5.18 0.17 -0.20 -1.09
H -6.18 -0.14 -0.53 0.46
H -4.86 1.07 -0.74 0.39
H -5.18 0.37 0.88 0.41
P 1.05 3.68 -0.98 0.58
C 1.04 4.15 -2.78 -1.18
H 1.42 5.17 -2.91 0.43
H 0.01 4.08 -3.15 0.41
H 1.68 3.44 -3.32 0.38
C 0.19 5.21 -0.38 -1.25
H 0.63 6.10 -0.84 0.44
H 0.28 5.26 0.71 0.39
H -0.87 5.13 -0.66 0.40
C 2.77 4.24 -0.64 -1.22
H 2.96 5.22 -1.10 0.44
H 3.46 3.49 -1.07 0.39
H 2.92 4.30 0.45 0.38
P 2.75 -3.06 -0.54 0.72
C 3.27 -3.48 -2.26 -1.11
H 3.97 -4.32 -2.27 0.42
H 3.73 -2.59 -2.70 0.39
H 2.37 -3.74 -2.84 0.40
C 4.46 -2.93 0.17 -1.14
H 5.07 -3.80 -0.13 0.45
H 4.38 -2.88 1.26 0.41
H 4.91 -2.01 -0.20 0.40
C 2.38 -4.78 0.03 -1.13
H 3.18 -5.47 -0.27 0.40
H 1.43 -5.08 -0.42 0.41
H 2.28 -4.77 1.12 0.38
Os 0.20 0.76 0.44 0.40
C -1.08 1.29 -0.83 0.50
O -1.88 1.62 -1.63 -0.43
C 1.58 0.59 -0.83 0.51
O 2.43 0.48 -1.63 -0.42
C 1.34 -0.11 2.20 -0.83
C 0.52 -1.08 2.95 -0.08
C -0.98 -0.70 2.95 -0.21
C -1.23 0.56 2.20 -0.79
C -0.31 1.63 2.45 -0.54
C 1.06 1.27 2.44 -0.52
H 2.34 -0.46 1.97 0.88
H 0.82 -2.15 2.96 0.58
H -1.80 -1.44 2.94 0.62
H -2.27 0.79 1.95 0.85
H -0.61 2.67 2.53 0.56
H 1.88 1.99 2.52 0.55
O -0.15 -0.52 5.39 -0.15
C -0.17 -0.68 4.20 -0.06
```

Calculated values
HOMO (alpha / beta) ... -0.7341 / -0.7545 hartree
Net charge ... +4
Multiplicity ... 5
HOMO-LUMO gap (alpha / beta) ... 6.13 / 4.95 eV

***

Density functional theory data (ωB97M-V with the def2-TZVPD basis set) for C18H33PReS4SbTe as an isolated structure.

Structure (XYZ):
```
59
Properties=species:S:1:pos:R:3:mulliken_charge:R:1
Re -2.15 2.14 -0.06 0.40
S -3.21 6.35 -1.54 -0.25
Sb -1.27 5.40 -1.48 1.07
S -2.67 2.25 -2.06 -0.06
S -1.41 3.96 0.81 -0.20
S 0.76 5.12 -2.15 -0.29
Te -3.77 0.93 1.23 0.31
C -2.00 -3.76 -0.28 -0.74
C -2.55 -2.92 0.86 -0.91
C -1.58 -1.77 1.19 -0.70
C -0.92 -1.22 -0.08 1.64
C -1.81 -1.44 -1.31 -1.01
C -1.95 -2.94 -1.58 -0.87
P -0.31 0.50 0.08 -0.67
C 0.99 0.82 -1.20 0.87
C 1.97 -0.38 -1.33 -1.22
C 1.72 -1.17 -2.60 -0.36
C 2.01 -0.31 -3.84 -0.92
C 1.65 1.16 -3.59 -1.07
C 0.50 1.28 -2.59 -0.16
C 0.54 0.81 1.69 0.72
C 1.62 -0.27 1.98 -0.97
C 2.01 -0.28 3.46 -0.93
C 1.98 1.13 4.03 -0.67
C 0.54 1.66 4.04 -0.96
C -0.32 1.02 2.94 -0.58
H -2.60 -4.66 -0.43 0.46
H -1.00 -4.12 -0.01 0.32
H -2.71 -3.52 1.76 0.52
H -3.53 -2.53 0.58 0.28
H -0.81 -2.11 1.89 0.24
H -2.13 -0.98 1.73 -0.32
H 0.01 -1.78 -0.25 0.69
H -1.43 -0.93 -2.19 -0.02
H -2.80 -1.00 -1.10 0.37
H -1.11 -3.28 -2.20 0.21
H -2.85 -3.11 -2.17 0.50
H 1.53 1.67 -0.75 0.59
H 1.94 -1.04 -0.46 0.41
H 2.98 0.03 -1.34 0.54
H 0.69 -1.53 -2.62 -0.28
H 2.35 -2.06 -2.60 0.58
H 1.45 -0.69 -4.69 0.38
H 3.07 -0.39 -4.11 0.33
H 1.37 1.65 -4.52 0.48
H 2.51 1.71 -3.20 0.35
H -0.34 0.67 -2.93 0.16
H 0.16 2.31 -2.54 -0.17
H 1.05 1.76 1.48 0.64
H 2.51 -0.05 1.37 0.29
H 1.27 -1.26 1.69 0.25
H 3.00 -0.73 3.56 0.50
H 1.33 -0.92 4.03 0.33
H 2.62 1.78 3.43 0.34
H 2.39 1.15 5.04 0.43
H 0.54 2.75 3.92 0.26
H 0.07 1.46 5.00 0.44
H -1.18 1.66 2.75 0.19
H -0.71 0.05 3.27 0.25
```

Calculated values
HOMO ... -0.5707 hartree
Net charge ... +2
Energy relative to the best compared isomer or geometry (same formula, charge and spin) ... 0.11 kcal/mol
HOMO-LUMO gap ... 6.54 eV

***

Density functional theory data (ωB97M-V with the def2-TZVPD basis set) for a 10-piece molecular cluster, C18H34BCl2N6O26 overall.

Structure (XYZ):
```
87
Properties=species:S:1:pos:R:3:mulliken_charge:R:1
O 2.86 -0.79 -0.18 -0.61
C 2.22 -0.08 -0.92 0.55
O 2.63 1.00 -1.54 -0.46
B 1.46 1.61 -2.22 0.98
O 0.45 0.49 -2.29 -0.44
C 0.79 -0.42 -1.42 0.62
O 0.16 -1.47 -1.17 -0.67
O 1.74 1.98 -3.58 -0.47
C 1.46 3.25 -3.82 0.60
O 1.64 3.83 -4.89 -0.62
C 1.05 3.84 -2.50 0.61
O 0.99 2.82 -1.60 -0.43
O 0.63 5.01 -2.27 -0.65
Cl 0.38 12.98 -7.50 -0.18
C 1.44 11.55 -7.43 -0.44
C 2.70 11.66 -6.59 -0.40
Cl 4.04 12.40 -7.58 -0.20
H 1.58 11.32 -8.49 0.31
H 0.85 10.75 -6.99 0.29
H 3.03 10.73 -6.12 0.32
H 2.40 12.22 -5.71 0.31
C -4.50 0.42 -5.37 -0.66
N -5.84 0.50 -5.92 0.84
O -5.92 0.55 -7.16 -0.52
O -6.78 0.36 -5.14 -0.52
H -3.86 -0.37 -5.76 0.26
H -4.74 0.24 -4.32 0.31
H -4.21 1.44 -5.61 0.28
C -3.41 -7.56 -3.75 -0.62
N -4.33 -6.67 -4.52 0.83
O -5.54 -6.78 -4.36 -0.53
O -3.78 -5.82 -5.14 -0.49
H -2.45 -7.72 -4.24 0.28
H -3.86 -8.54 -3.61 0.27
H -3.31 -7.03 -2.81 0.27
C 9.29 1.88 0.04 -0.66
N 8.80 2.29 1.34 0.86
O 8.53 1.37 2.11 -0.52
O 8.65 3.45 1.53 -0.52
H 8.40 1.60 -0.52 0.27
H 9.88 0.96 0.09 0.27
H 9.81 2.70 -0.46 0.29
C -4.76 7.87 -1.06 -0.70
N -4.86 6.97 -2.23 0.78
O -4.73 5.72 -1.95 -0.47
O -5.06 7.43 -3.35 -0.49
H -3.93 8.56 -1.22 0.28
H -4.73 7.35 -0.10 0.31
H -5.64 8.51 -1.02 0.29
C 5.36 -7.46 2.93 -0.66
N 6.35 -8.59 2.90 0.87
O 7.04 -8.71 3.85 -0.53
O 6.54 -9.09 1.85 -0.53
H 5.84 -6.50 2.74 0.29
H 4.85 -7.37 3.88 0.27
H 4.57 -7.57 2.19 0.29
C 3.32 9.35 1.69 -0.71
N 3.01 10.60 1.04 0.85
O 3.65 10.83 0.03 -0.51
O 2.15 11.31 1.54 -0.52
H 2.48 9.13 2.35 0.31
H 4.16 9.52 2.37 0.29
H 3.72 8.58 1.03 0.31
C 2.50 -11.54 6.80 -0.64
O 1.62 -11.00 5.86 -0.27
C 0.80 -9.94 6.11 0.68
O 0.76 -9.20 7.05 -0.51
O 0.09 -9.70 4.89 -0.30
C -0.49 -8.46 4.53 -0.62
H 3.43 -10.98 6.93 0.28
H 2.76 -12.56 6.50 0.25
H 2.08 -11.65 7.80 0.31
H 0.29 -7.87 4.07 0.27
H -1.12 -7.96 5.28 0.30
H -1.17 -8.68 3.71 0.24
C -6.42 -3.60 2.95 -0.66
O -6.29 -3.55 4.36 -0.29
C -6.56 -2.42 4.93 0.80
O -6.98 -1.40 4.39 -0.56
O -6.24 -2.54 6.26 -0.32
C -6.18 -1.36 7.04 -0.66
H -5.76 -2.85 2.52 0.31
H -7.39 -3.29 2.55 0.29
H -6.09 -4.53 2.50 0.25
H -7.07 -0.75 6.97 0.29
H -5.25 -0.83 6.85 0.31
H -5.95 -1.69 8.05 0.24
```

Calculated values
HOMO ... -0.2696 hartree
Net charge ... -1
HOMO-LUMO gap ... 8.79 eV

***

Density functional theory data (ωB97M-V with the def2-TZVPD basis set) for C18H34BeCl4F7I2N3NaO12S2Si as an isolated structure.

Structure (XYZ):
```
85
Properties=species:S:1:pos:R:3:mulliken_charge:R:1
C -1.02 -0.15 -1.53 -0.72
C 0.41 -0.46 -1.90 0.15
C 0.87 -0.53 -3.48 -0.26
Si 2.03 0.97 -4.01 -0.32
C 1.20 2.55 -3.29 -0.38
C 2.02 3.26 -2.05 -0.29
C 1.87 4.92 -2.17 -0.42
C 0.31 5.42 -2.35 -0.83
C 3.78 0.57 -3.29 0.15
I 4.01 -1.29 -2.07 0.06
C 5.00 1.40 -3.48 0.10
C 6.51 1.03 -2.89 -0.73
I 4.91 3.32 -4.62 0.07
S 2.21 1.14 -6.16 1.06
O 2.04 2.67 -6.51 -0.56
O 3.63 0.68 -6.68 -0.59
C 0.91 0.22 -7.14 0.45
F 1.53 -0.08 -8.48 -0.22
F -0.24 1.14 -7.45 -0.20
F 0.49 -1.08 -6.58 -0.15
H -1.89 -0.86 -1.93 0.27
H -1.23 0.79 -0.85 0.27
H 1.16 -0.68 -1.02 0.09
H 1.45 -1.52 -3.77 0.08
H -0.10 -0.41 -4.16 0.43
H 0.14 2.24 -2.84 0.22
H 0.97 3.35 -4.12 0.49
H 3.13 2.91 -1.92 0.28
H 1.45 2.98 -1.05 0.18
H 2.53 5.37 -3.03 0.13
H 2.26 5.39 -1.14 0.33
H 0.07 6.42 -1.75 0.29
H -0.49 4.60 -2.09 0.21
H 0.12 5.70 -3.49 0.23
H 7.27 1.49 -3.68 0.20
H 6.73 -0.12 -2.87 0.28
H 6.76 1.56 -1.87 0.29
O -1.03 1.37 1.62 -0.45
H -0.71 1.49 2.53 0.01
H -1.61 0.59 1.68 0.39
Be 7.94 3.05 -3.20 0.06
F -2.47 1.51 3.11 -0.83
C 1.40 -5.18 -3.00 0.55
F 2.14 -4.27 -3.72 -0.19
F 0.43 -5.64 -3.85 -0.24
F 2.24 -6.24 -2.77 -0.23
S 0.70 -4.45 -1.43 1.12
O -0.16 -3.34 -1.85 -0.61
O 1.86 -4.01 -0.64 -0.66
O -0.05 -5.55 -0.79 -0.65
C -4.15 -0.41 6.02 -0.39
O -4.59 0.73 5.29 -0.31
C -5.52 0.38 4.25 -0.42
C -6.96 0.72 4.66 -0.63
O -7.41 -0.13 5.72 -0.28
C -7.41 0.53 6.98 -0.70
H -3.57 -0.06 6.88 0.31
H -4.98 -1.01 6.37 -0.01
H -3.49 -1.02 5.39 0.23
H -5.43 -0.68 3.99 0.28
H -5.25 0.97 3.37 0.36
H -7.62 0.53 3.80 0.36
H -7.05 1.77 4.93 0.36
H -8.21 1.28 7.00 0.33
H -6.45 1.01 7.18 0.30
H -7.61 -0.21 7.76 0.23
Na -0.67 0.78 4.27 0.90
N -7.73 0.91 10.67 1.07
O -7.67 1.21 11.87 -0.61
O -7.42 -0.24 10.30 -0.55
O -8.10 1.75 9.83 -0.55
C -5.33 -4.59 6.53 -0.01
Cl -3.72 -4.68 5.80 -0.13
Cl -6.16 -3.11 6.04 -0.04
Cl -6.29 -6.02 6.11 -0.14
H -5.21 -4.57 7.62 0.29
Cl 0.06 2.41 -9.18 -0.17
C 8.72 -2.31 -2.31 0.74
O 8.51 -1.15 -2.02 -0.70
N 8.26 -3.34 -1.57 -0.39
N 9.43 -2.68 -3.39 -0.40
H 8.42 -4.31 -1.78 0.16
H 7.72 -3.10 -0.74 0.22
H 9.79 -1.94 -3.98 0.22
H 9.61 -3.64 -3.64 0.16
```

Calculated values
HOMO ... -0.2099 hartree
Net charge ... -1
HOMO-LUMO gap ... 0.78 eV